DFT (ωB97M-V with the def2-TZVPD basis set) results for C35H44BrClI2N2O9PRb as an isolated structure.

```
96
Properties=species:S:1:pos:R:3:mulliken_charge:R:1
Rb 0.2592 -0.1074 -0.0314 0.289
O -3.0600 -3.0088 1.6406 -0.725
Cl -1.8563 -2.2365 1.4231 1.556
O -0.9073 -2.4826 2.4872 -0.675
O -1.2616 -2.5881 0.1491 -0.599
O -2.1722 -0.8126 1.3933 -0.560
O 3.7520 -0.5343 1.7990 -0.609
C 3.4945 -0.5703 0.6094 0.438
O 3.0121 -1.6706 0.0481 -0.631
C 3.6512 0.7264 -0.2132 0.490
O 4.7715 0.9693 -0.6612 -0.773
O 2.6063 1.4519 -0.2697 -0.356
C -6.1619 -0.9643 0.1901 -0.642
C -5.5318 0.2698 -0.0970 -0.527
C -4.4242 0.3160 -0.8902 0.254
C -3.8926 -0.8780 -1.4459 0.424
C -2.7044 -0.9031 -2.2274 -0.139
C -2.1843 -2.0726 -2.7193 -0.515
C -2.8341 -3.2906 -2.4571 -0.725
C -3.9632 -3.3033 -1.6870 -0.653
C -4.5173 -2.1077 -1.1616 0.971
C -5.6632 -2.1210 -0.3283 -0.801
H -7.0256 -0.9904 0.8428 0.360
H -5.9170 1.1831 0.3400 0.399
H -3.9157 1.2529 -1.0714 0.125
H -1.2641 -2.0516 -3.2944 0.413
H -2.4079 -4.2112 -2.8309 0.400
H -4.4425 -4.2432 -1.4391 0.329
H -6.1181 -3.0736 -0.0850 0.360
O -0.8873 0.2780 -2.7355 -0.281
N -2.0565 0.3632 -2.4517 0.299
C -4.6223 5.9381 -1.8061 -0.776
C -4.1026 4.7224 -2.5624 -0.902
C -2.6951 4.3530 -2.0734 -0.614
C -2.5156 4.5716 -0.5484 0.582
C -3.8829 4.4649 0.1356 -0.212
C -4.8237 5.5884 -0.3229 -0.975
P -1.3400 3.2993 0.1136 0.909
C -1.2432 3.6112 1.9496 1.385
C -1.3449 5.0614 2.4693 -0.668
C -1.8741 5.1225 3.9090 -0.979
C -1.3069 3.9642 4.7204 -0.633
C -1.8717 2.6311 4.2045 -0.549
C -2.2074 2.6822 2.7051 -0.683
C 0.3267 3.8802 -0.4619 1.729
C 0.6264 3.4268 -1.9029 -0.505
C 2.0057 3.9227 -2.3281 -0.792
C 2.0707 5.4643 -2.3588 -0.913
C 0.9203 6.1002 -1.5773 -0.726
C 0.6710 5.3784 -0.2548 -0.705
H -5.5552 6.3059 -2.2404 0.448
H -3.8906 6.7468 -1.9019 0.323
H -4.0813 4.9098 -3.6385 0.529
H -4.7871 3.8827 -2.4077 0.230
H -1.9657 4.9622 -2.6104 0.312
H -2.4836 3.3110 -2.3286 -0.103
H -2.1274 5.5822 -0.3709 0.536
H -3.7814 4.5000 1.2203 -0.115
H -4.3162 3.4879 -0.0990 -0.288
H -4.6528 6.4781 0.2908 0.304
H -5.8602 5.2838 -0.1510 0.470
H -0.2411 3.2312 2.1770 -0.795
H -1.9808 5.6730 1.8246 0.025
H -0.3513 5.5160 2.4453 0.313
H -2.9679 5.0580 3.9113 0.303
H -1.6156 6.0857 4.3583 0.560
H -1.5261 4.0862 5.7841 0.535
H -0.2161 3.9683 4.6242 0.185
H -2.7750 2.3728 4.7648 0.500
H -1.1518 1.8348 4.3885 -0.121
H -3.2375 3.0279 2.5712 0.337
H -2.1645 1.6789 2.2813 0.035
H 1.0058 3.2762 0.1511 -1.309
H -0.1314 3.7850 -2.6031 0.562
H 0.6014 2.3394 -1.9530 0.078
H 2.2632 3.5132 -3.3069 0.485
H 2.7307 3.5076 -1.6269 0.178
H 2.0477 5.8332 -3.3888 0.287
H 3.0204 5.7985 -1.9306 0.375
H 0.0054 6.0647 -2.1765 0.044
H 1.1268 7.1595 -1.3927 0.530
H -0.1218 5.8966 0.2869 0.184
H 1.5705 5.4595 0.3644 0.352
Br 3.5658 1.7015 6.5655 -0.235
C 2.5726 1.3912 4.9699 -0.138
C 1.5857 0.4269 4.9603 -0.509
C 0.8796 0.2589 3.7769 -0.905
N 1.1081 0.9726 2.6800 1.413
C 2.1004 1.8597 2.7031 0.207
C 2.8575 2.1229 3.8369 -1.007
H 1.3722 -0.1774 5.8295 0.472
H 0.0953 -0.4892 3.7050 0.360
H 2.3245 2.3449 1.7600 -0.011
H 3.6582 2.8473 3.8152 0.513
I 2.5410 -2.1728 -1.9625 0.313
I 1.7147 -3.0723 -4.6231 -0.634
```

- Kohn-Sham gap (eV) = 6.4
- HOMO level (Eh) = -0.109
- total charge = -2



DFT (ωB97M-V with the def2-TZVPD basis set) results for C35H44CrN3O2SSe as an isolated structure.

```
87
Properties=species:S:1:pos:R:3:lowdin_spin:R:1
Cr 0.1697 -2.0818 -2.6307 3.731
C -2.2818 4.1992 -0.0365 0.000
C -3.1365 2.9833 0.3143 0.000
C -2.9968 2.7191 1.8198 0.000
C -4.6001 3.3190 -0.0050 0.000
C -2.7182 1.7422 -0.4680 0.000
C -1.6781 1.7203 -1.3821 0.001
C -1.3539 0.5562 -2.0654 0.006
Se 0.1845 0.5518 -3.2317 0.009
C 1.5949 0.5721 -1.9118 0.006
C 1.8151 1.7274 -1.1860 0.001
C 2.7361 1.7587 -0.1444 0.000
C 3.4273 0.5793 0.1007 0.001
C 3.2678 -0.6003 -0.6224 0.000
C 2.3315 -0.6244 -1.6872 0.007
O 2.1129 -1.6928 -2.4078 0.050
C 4.1183 -1.8017 -0.1717 0.000
C 3.8007 -2.1096 1.3017 0.000
C 5.6040 -1.4335 -0.2976 0.000
C 3.9076 -3.1046 -0.9489 0.000
C 2.9671 3.0488 0.6383 0.000
C 3.5623 4.1084 -0.2987 0.000
C 1.6378 3.5663 1.1991 0.000
C 3.9269 2.8457 1.8104 0.000
C -2.0927 -0.6475 -1.9251 0.007
O -1.7933 -1.7114 -2.6190 0.049
C -3.1477 -0.6356 -0.9686 0.000
C -3.4096 0.5437 -0.2894 0.001
C -4.0081 -1.8572 -0.5961 0.000
C -3.6908 -3.1567 -1.3415 0.000
C -5.4848 -1.5313 -0.8625 0.000
C -3.8197 -2.1487 0.9032 0.000
H -2.6171 5.0632 0.5412 0.000
H -2.3569 4.4547 -1.0953 0.000
H -1.2314 4.0304 0.2006 0.000
H -3.3063 3.5988 2.3896 0.000
H -1.9638 2.4868 2.0843 0.000
H -3.6182 1.8806 2.1366 0.000
H -4.9184 4.2060 0.5486 0.000
H -5.2630 2.4969 0.2675 0.000
H -4.7301 3.5125 -1.0714 0.000
H -1.0922 2.6095 -1.5742 0.000
H 1.2451 2.6141 -1.4372 0.000
H 4.1449 0.5703 0.9093 0.000
H 4.0213 -1.2690 1.9609 0.000
H 4.3897 -2.9662 1.6385 0.000
H 2.7447 -2.3587 1.4185 0.000
H 5.8587 -0.5532 0.2934 0.000
H 5.8584 -1.2262 -1.3381 0.000
H 6.2262 -2.2635 0.0462 0.000
H 2.8843 -3.4676 -0.8796 0.000
H 4.5732 -3.8611 -0.5225 0.000
H 4.1298 -2.9951 -2.0074 0.000
H 2.8885 4.3204 -1.1299 0.000
H 4.5099 3.7645 -0.7177 0.000
H 3.7395 5.0434 0.2391 0.000
H 0.9188 3.7548 0.4025 0.000
H 1.7922 4.5057 1.7361 0.000
H 1.1936 2.8476 1.8893 0.000
H 4.9177 2.5347 1.4734 0.000
H 3.5511 2.0964 2.5092 0.000
H 4.0401 3.7847 2.3560 0.000
H -4.2179 0.5358 0.4323 0.000
H -3.8173 -3.0584 -2.4165 0.000
H -4.3722 -3.9290 -0.9728 0.000
H -2.6688 -3.4900 -1.1752 0.000
H -5.6463 -1.3369 -1.9238 0.000
H -5.8186 -0.6555 -0.3053 0.000
H -6.1132 -2.3765 -0.5717 0.000
H -2.7724 -2.3676 1.1189 0.000
H -4.4147 -3.0184 1.1921 0.000
H -4.1215 -1.3094 1.5310 0.000
N 0.0471 0.9375 3.5399 0.000
C 0.0254 0.0174 2.8493 0.000
C 0.0022 -1.1333 1.9843 0.001
C -0.0593 -2.4195 2.5213 0.001
C -0.0702 -3.4946 1.6535 0.000
C -0.0156 -3.2374 0.2878 0.007
N 0.0397 -2.0024 -0.2208 0.028
C 0.0481 -0.9622 0.6054 0.004
H -0.0964 -2.5623 3.5931 0.000
H -0.1169 -4.5119 2.0128 0.000
H -0.0153 -4.0486 -0.4324 0.002
H 0.0885 0.0238 0.1579 0.000
S 0.2199 -6.8852 -2.8243 0.037
C 0.1982 -5.2522 -2.9228 0.037
N 0.1846 -4.0833 -2.9709 0.013
```

- Kohn-Sham gap (spin up / spin down) (eV) = 6.9 / 7.3
- HOMO level (spin up / spin down) (Eh) = -0.176 / -0.189
- 2S+1 = 5
- total charge = -1
- expectation value of S² = 6.01



DFT (ωB97M-V with the def2-TZVPD basis set) results for a 8-piece molecular cluster, C35H44F4O10S overall.

```
94
Properties=species:S:1:pos:R:3:mulliken_charge:R:1
F 3.8553 -4.7654 -6.2663 -0.321
C 2.9923 -4.1304 -5.4657 0.250
C 2.2195 -3.1208 -5.9616 -0.388
C 1.4231 -2.4039 -5.0578 -0.660
C 1.3728 -2.7267 -3.7192 -0.278
C 2.1530 -3.7830 -3.2224 -0.352
C 2.9180 -4.4862 -4.1263 -0.451
H 2.2852 -2.9814 -7.0347 0.417
H 0.8550 -1.5731 -5.4550 0.415
H 0.8450 -2.0488 -3.0643 0.444
H 2.1324 -4.0629 -2.1790 0.492
H 3.5288 -5.3319 -3.8244 0.394
F 4.1108 6.2589 1.4433 -0.312
C 3.2741 6.2502 0.3852 0.265
C 2.3896 5.2237 0.1828 -0.520
C 1.5786 5.2576 -0.9506 0.315
C 1.6889 6.3095 -1.8487 -0.843
C 2.4833 7.3848 -1.5334 -0.246
C 3.2689 7.4009 -0.4204 -0.532
H 2.4276 4.4292 0.9191 0.505
H 0.8724 4.4506 -1.0961 0.175
H 1.0506 6.3262 -2.7229 0.419
H 2.5372 8.2660 -2.1662 0.342
H 3.8365 8.2715 -0.1229 0.422
F 0.8498 -4.1206 0.1451 -0.111
C 1.0788 -4.3192 1.4687 0.466
C 0.1358 -4.9648 2.2666 -0.372
C 0.3849 -5.0587 3.6350 -0.552
C 1.6078 -4.6474 4.1209 -0.401
C 2.5692 -4.0369 3.3262 -0.620
C 2.2662 -3.8493 1.9826 -0.165
H -0.7409 -5.3509 1.7656 0.195
H -0.4258 -5.4040 4.2612 0.415
H 1.8541 -4.7331 5.1736 0.326
H 3.4410 -3.6488 3.8305 0.388
H 3.0266 -3.3648 1.3804 0.409
F -2.0256 -5.3429 -4.4926 -0.357
C -2.0919 -4.9716 -3.2010 0.471
C -2.3588 -3.6740 -2.8774 -0.442
C -2.3937 -3.3305 -1.5248 -0.333
C -2.2889 -4.2992 -0.5427 -0.358
C -2.1116 -5.6397 -0.9112 -0.686
C -1.8885 -5.9453 -2.2197 -0.570
H -2.5310 -2.9017 -3.6151 0.416
H -2.5406 -2.2864 -1.2804 0.538
H -2.3166 -3.9475 0.4809 0.534
H -2.0066 -6.4245 -0.1725 0.353
H -1.7882 -6.9740 -2.5453 0.457
C -2.1855 -2.0245 3.8931 -0.557
S -1.5197 -0.8760 5.1644 0.394
O -0.1938 -1.5569 5.4903 -0.635
C -1.0777 0.4866 4.0944 -0.625
H -2.3762 -2.9463 4.4321 0.414
H -1.5317 -2.0350 3.0242 -0.184
H -3.1475 -1.6809 3.4948 0.445
H -0.2733 1.0020 4.6190 0.498
H -1.8862 1.1841 3.8763 0.234
H -0.6843 0.0917 3.1590 -0.001
C -2.2002 1.5483 -3.2396 -0.601
O -0.9389 2.1577 -2.9778 -0.237
C 0.1516 1.6357 -3.4921 0.775
O 0.1646 0.7103 -4.2658 -0.576
O 1.1947 2.2263 -2.9666 -0.166
C 2.5153 1.7770 -3.2606 -0.677
H -2.3170 1.5698 -4.3198 0.378
H -2.9626 2.0758 -2.6744 0.231
H -2.2701 0.5239 -2.8666 0.104
H 2.5862 0.7390 -2.9327 0.234
H 3.1859 2.3817 -2.6540 0.203
H 2.7243 1.9701 -4.3126 0.342
C -2.6098 6.1081 2.5173 -0.647
O -1.6666 5.4656 3.3675 -0.308
C -2.0888 4.4225 4.0660 0.935
O -3.0569 3.7601 3.8102 -0.568
O -1.1932 4.1734 5.0105 -0.310
C -1.6315 3.2925 6.0464 -0.584
H -2.6299 5.5848 1.5571 0.193
H -2.3249 7.1440 2.3925 0.256
H -3.6265 5.9648 2.8851 0.335
H -1.8528 2.3319 5.6023 0.180
H -2.4585 3.7352 6.5966 0.317
H -0.8469 3.1200 6.7800 0.240
C -1.2318 2.9358 0.4845 -0.950
O -0.2901 1.9751 0.0620 -0.079
C -0.6150 0.6924 0.1590 0.588
O -1.5739 0.2734 0.7537 -0.551
O 0.3205 0.0038 -0.4581 -0.487
C 0.2807 -1.4108 -0.5164 0.481
H -2.2571 2.6735 0.2273 0.406
H -1.0061 3.9375 0.1232 0.215
H -1.1188 3.0150 1.5724 0.421
H -0.4245 -1.7825 -1.2560 -0.250
H -0.1650 -1.8115 0.4010 -0.143
H 1.3051 -1.7439 -0.6161 0.366
```

- Kohn-Sham gap (eV) = 9.4
- HOMO level (Eh) = -0.329
- total charge = 0



DFT (ωB97M-V with the def2-TZVPD basis set) results for C35H44LuN8O3S as an isolated structure.

```
92
Properties=species:S:1:pos:R:3:mulliken_charge:R:1
Lu 0.5877 0.3736 1.8028 1.791
C 3.8379 0.6143 1.2051 0.369
C 3.4601 2.0982 1.1897 -0.589
C 2.5372 2.4940 0.0279 -1.259
N 1.4321 1.5427 -0.0380 0.457
C 0.6192 1.4132 -1.0012 0.082
C 0.4025 2.3106 -2.2042 -1.062
C 1.4911 2.2881 -3.2248 -0.735
C 1.7369 1.2708 -4.0505 -0.889
C 1.0367 -0.0025 -4.0437 -0.839
C -0.0260 -0.4004 -3.3363 -0.604
C -0.3214 0.1919 -1.1027 -1.468
N -1.0119 -0.2218 0.1224 0.094
C -2.4137 -0.5628 0.3128 -1.020
C -2.5469 -1.6307 1.3996 -0.206
C -2.1421 -1.2101 2.8209 -1.733
N -0.7222 -1.0003 3.0633 -0.415
C -0.0026 -1.9168 3.6859 1.396
C -0.4129 -3.2564 3.8805 -0.669
C 0.0282 -4.2221 4.7725 -0.662
C 0.9092 -4.1255 5.8290 -0.498
C 1.6109 -2.9633 6.1604 -0.333
C 1.7898 -1.8064 5.4485 -1.238
C 1.3807 -1.4803 4.1067 0.707
N 2.0169 -0.6761 3.3090 -0.176
C 3.2836 -0.0486 3.6852 -0.829
C 4.3069 0.0415 2.5426 -1.505
H 4.6163 0.4316 0.4553 0.508
H 3.0192 -0.0246 0.8609 -0.313
H 4.3646 2.7138 1.1404 0.565
H 2.9735 2.3800 2.1238 0.104
H 3.0662 2.4648 -0.9320 0.650
H 2.1514 3.5074 0.1800 0.339
H 0.2886 3.3223 -1.8135 1.174
H 2.0846 3.1915 -3.3189 0.591
H 2.5373 1.3693 -4.7748 0.422
H 1.4630 -0.7759 -4.6745 0.438
H -0.2993 -1.4417 -3.4406 0.537
H -2.8744 -0.8934 -0.6189 0.026
H -2.9436 0.3523 0.5919 0.902
H -2.0032 -2.5326 1.1045 -0.049
H -3.6051 -1.9131 1.4316 0.523
H -2.5429 -1.9378 3.5370 0.664
H -2.6493 -0.2611 3.0434 0.374
H -1.2164 -3.5719 3.2256 0.250
H -0.4589 -5.1862 4.6497 0.322
H 1.0198 -4.9831 6.4797 0.314
H 2.1230 -2.9800 7.1195 0.329
H 2.3928 -1.0470 5.9282 0.440
H 3.7646 -0.5950 4.5024 0.529
H 3.0418 0.9537 4.0558 0.379
H 4.6906 -0.9661 2.3563 0.453
H 5.1545 0.6183 2.9314 0.351
N -1.2316 2.2107 1.7238 -0.111
N -0.6177 3.3980 2.1567 -0.396
C 0.6396 3.3148 2.7456 0.303
O 1.3034 4.3232 2.9454 -0.755
O 0.9819 2.0984 3.0358 -0.642
H -1.4747 2.2845 0.7165 -0.343
H -2.0815 2.0506 2.2549 0.236
H -0.8862 4.2707 1.7350 0.260
C -2.5795 4.1338 -4.5920 -1.346
C -1.2502 3.3813 -4.5140 -0.433
N -1.2902 2.0042 -4.0553 0.630
C -2.2314 1.1341 -4.7393 -0.806
C -3.6333 0.9403 -4.1615 -1.049
C -1.0057 1.7808 -2.6568 0.603
S -2.1869 2.4752 -1.4405 -0.610
N -0.8832 0.3029 -2.4299 1.447
C 0.0284 -1.1393 -0.4128 1.504
O 1.0943 -1.2011 0.3918 -1.205
C -0.4129 -2.4797 -0.9548 0.614
C 0.2763 -3.5955 -0.4901 -0.554
C -0.1167 -4.8734 -0.8622 -0.993
C -1.2058 -5.0563 -1.7002 -0.516
C -1.8953 -3.9488 -2.1726 -1.393
C -1.5032 -2.6718 -1.8055 0.137
H -2.3891 5.1628 -4.9102 0.479
H -3.0783 4.1475 -3.6256 0.228
H -3.2487 3.6876 -5.3293 0.323
H -0.5812 3.9371 -3.8568 0.252
H -0.7771 3.4049 -5.5065 0.486
H -1.7792 0.1435 -4.8576 0.313
H -2.3065 1.5274 -5.7598 0.615
H -3.5861 0.4914 -3.1718 0.045
H -4.1997 0.2806 -4.8256 0.434
H -4.1747 1.8772 -4.0508 0.305
H 1.1118 -3.4347 0.1763 0.467
H 0.4304 -5.7301 -0.4883 0.432
H -1.5134 -6.0539 -1.9877 0.387
H -2.7425 -4.0756 -2.8354 0.433
H -2.0299 -1.8136 -2.1963 0.229
```

- Kohn-Sham gap (eV) = 7.1
- HOMO level (Eh) = -0.165
- energy above the lowest of the compared OMol25 structures with the same formula, charge and spin (kcal/mol) = 66.0
- total charge = -1